(1)
{
  "formula": "C7H16NSe",
  "method": "ωB97M-V/def2-TZVPD",
  "elements": ["C", "C", "C", "C", "C", "C", "C", "N", "Se", "H", "H", "H", "H", "H", "H", "H", "H", "H", "H", "H", "H", "H", "H", "H", "H"],
  "coordinates": [[1.1571, 2.2898, -0.2186], [2.3696, 1.7253, 0.5023], [-0.2714, 0.3170, -0.8166], [1.2363, -1.1433, 0.2842], [1.0812, -2.4484, -0.3145], [-2.0828, -0.9043, 0.4740], [-1.6492, -0.2401, -0.8535], [-0.1125, 1.5449, -0.0019], [2.8603, -0.2902, -0.0120], [1.1310, 3.3135, 0.2023], [1.5757, 2.4653, -1.2697], [3.2311, 2.4120, 0.2859], [2.3074, 1.5525, 1.5590], [0.2255, 0.4478, -1.8683], [0.5947, -0.8622, 1.0721], [1.7176, -2.6173, -1.2190], [0.0297, -2.5812, -0.7378], [1.3692, -3.2731, 0.5175], [-1.3075, -1.6112, 0.9997], [-3.0504, -1.4408, 0.2560], [-2.1518, -0.2140, 1.2554], [-2.4470, 0.5784, -0.9207], [-1.8855, -0.9593, -1.7025], [-0.2274, 1.1554, 0.9526], [-0.8538, 2.2579, -0.1759]],
  "forces_ev_per_a": [[2.97, 0.92, 0.23], [0.84, -1.90, -0.57], [2.78, -1.81, -2.66], [-1.75, 3.19, -2.05], [-0.27, -3.11, -0.30], [1.03, -2.79, -0.34], [-1.87, -0.05, 0.55], [-0.58, 0.38, -0.58], [0.62, 1.92, -0.03], [-0.90, -0.43, -0.13], [-1.86, -0.82, 0.89], [-0.58, -1.10, 0.13], [-0.42, 0.57, 0.62], [-0.91, 0.02, 2.11], [-0.03, -0.11, 1.31], [-0.16, 0.21, 0.95], [1.20, -0.15, 1.12], [-0.91, 1.61, -2.00], [-1.45, 0.62, -1.68], [1.03, 0.55, 0.85], [-0.95, 1.50, 1.11], [0.99, -0.63, -0.53], [0.89, 1.08, 0.90], [0.30, 1.11, -0.14], [0.01, -0.80, 0.24]],
  "mulliken_charge": [-0.476, -1.029, -0.705, -0.155, -1.146, -1.214, -0.370, 0.038, 0.178, 0.400, 0.289, 0.399, 0.450, 0.262, 0.607, 0.441, 0.262, 0.290, 0.224, 0.317, 0.449, 0.273, 0.353, 0.445, 0.416],
  "spin_multiplicity": 1,
  "e_homo_ev": [-11.6, -11.6],
  "orbital_gap_ev": [7.899, 7.895],
  "lumo_ev": [-3.66, -3.66],
  "total_charge": 1,
  "e_above_lowest_kcal_mol": 58.7
}

(2)
{
  "formula": "C7H16NSi",
  "method": "ωB97M-V/def2-TZVPD",
  "elements": ["C", "C", "C", "C", "C", "C", "C", "N", "Si", "H", "H", "H", "H", "H", "H", "H", "H", "H", "H", "H", "H", "H", "H", "H", "H"],
  "coordinates": [[-2.7706, -2.7044, 1.2670], [-1.7230, -2.1290, 1.4454], [-0.0994, 0.3792, -2.0593], [0.0791, 3.0053, -0.5982], [2.2411, 0.5868, 0.1433], [-0.8477, 0.4689, 0.9145], [-0.4227, -1.4796, 1.3231], [0.5085, -1.9992, 0.2989], [0.3393, 1.1049, -0.3704], [-3.6659, -3.2312, 1.3789], [-0.5004, -0.6613, -2.0070], [-0.6563, 1.0826, -2.5853], [0.8012, 0.0967, -2.7473], [0.0996, 3.2000, -1.5786], [-0.8850, 3.3537, -0.3124], [0.8784, 3.5351, -0.0217], [2.1734, 0.2141, 1.1030], [2.5820, -0.1455, -0.5845], [2.6450, 1.5873, -0.0466], [-2.0372, 0.4960, 0.8397], [-0.7297, 0.7868, 1.8871], [-0.1385, -1.3923, 2.3748], [1.3881, -1.4631, 0.3964], [0.2476, -1.7534, -0.6257], [0.4933, -2.9385, 0.1647]],
  "forces_ev_per_a": [[1.28, 0.71, 0.81], [0.23, -0.55, -1.95], [3.18, -3.02, 0.06], [1.42, -1.76, 4.09], [-3.09, 1.44, -3.01], [-2.26, -3.96, -0.59], [-3.46, 3.60, 0.62], [0.15, 3.79, 1.07], [0.75, 0.81, -0.77], [-0.84, -0.44, -0.17], [-0.81, 0.95, -0.12], [-1.51, 0.72, -1.02], [-1.05, 1.12, 1.26], [0.74, 0.85, -3.87], [-0.80, 0.11, 0.80], [-0.77, -0.10, -0.64], [0.67, -0.28, 2.33], [0.39, 0.11, -0.05], [0.75, -0.56, 0.61], [2.64, -0.34, -0.60], [0.82, 1.02, 2.16], [1.57, -0.17, -0.65], [0.24, -1.10, 0.18], [-1.14, 1.26, -1.29], [0.92, -4.21, 0.73]],
  "mulliken_charge": [0.078, -0.788, -1.218, -1.305, -1.411, -0.767, -0.002, 0.033, 0.408, 0.485, 0.399, 0.402, 0.347, 0.430, 0.388, 0.314, 0.491, 0.402, 0.355, 0.394, 0.605, 0.267, 0.273, -0.005, 0.425],
  "spin_multiplicity": 1,
  "e_homo_ev": -13.3,
  "orbital_gap_ev": 10.076,
  "lumo_ev": -3.25,
  "total_charge": 1,
  "e_above_lowest_kcal_mol": 102.6
}

(3)
{
  "formula": "C7H16O",
  "method": "ωB97M-V/def2-TZVPD",
  "elements": ["C", "C", "C", "C", "C", "C", "C", "O", "H", "H", "H", "H", "H", "H", "H", "H", "H", "H", "H", "H", "H", "H", "H", "H"],
  "coordinates": [[2.1825, 0.5479, 0.9028], [1.1613, 1.1253, -0.0685], [1.5361, 0.8557, -1.5184], [-0.4266, 0.7285, 0.3621], [-0.9215, -0.5197, -0.2928], [-0.1706, -1.8000, 0.0383], [-2.5537, -0.7136, 0.1279], [-3.2016, 0.4621, 0.5721], [1.9317, 0.8056, 1.9372], [2.2564, -0.5402, 0.8288], [3.1834, 0.9541, 0.7066], [1.1669, 2.2135, 0.0743], [1.6949, -0.2091, -1.7130], [0.7673, 1.2220, -2.2055], [2.4724, 1.3660, -1.7794], [-0.4595, 0.6643, 1.4536], [-1.0126, 1.5912, 0.0287], [-0.9435, -0.3955, -1.3805], [0.8128, -1.8254, -0.4358], [-0.0404, -1.9187, 1.1175], [-0.7120, -2.6729, -0.3427], [-2.7005, -1.5051, 0.8699], [-3.0629, -1.0387, -0.7834], [-2.9604, 0.6026, 1.5004]],
  "forces_ev_per_a": [[0.12, -0.02, 0.11], [-1.86, 0.02, 1.01], [-0.16, -0.04, -0.12], [2.91, 0.92, -1.12], [-2.83, -0.63, 0.55], [-0.06, -0.07, -0.10], [1.71, -0.01, -0.76], [0.18, 0.03, 0.24], [0.00, -0.08, -0.11], [-0.04, 0.05, 0.02], [-0.15, -0.05, -0.03], [0.06, -0.10, -0.04], [-0.10, 0.05, 0.00], [0.06, -0.07, 0.03], [-0.15, -0.06, 0.14], [0.03, 0.02, -0.02], [-0.07, -0.25, 0.20], [0.09, 0.10, 0.11], [-0.01, 0.05, 0.12], [0.00, -0.01, -0.04], [-0.01, 0.07, 0.10], [0.42, -0.07, 0.01], [-0.03, 0.12, 0.12], [-0.10, 0.02, -0.43]],
  "mulliken_charge": [-1.425, 0.678, -1.493, -1.073, 1.021, -1.636, -0.781, -0.527, 0.356, 0.248, 0.424, 0.295, 0.243, 0.340, 0.455, 0.346, 0.301, 0.171, 0.310, 0.338, 0.432, 0.313, 0.336, 0.328],
  "spin_multiplicity": 1,
  "e_homo_ev": -9.5,
  "orbital_gap_ev": 10.492,
  "lumo_ev": 0.94,
  "total_charge": 0,
  "e_above_lowest_kcal_mol": 20.6,
  "smiles": "CC(C)C[C@@H](C)CO"
}

(4)
{
  "formula": "C7H16O",
  "method": "ωB97M-V/def2-TZVPD",
  "elements": ["C", "C", "C", "C", "O", "H", "H", "H", "H", "H", "H", "H", "H", "H", "H", "C", "C", "C", "H", "H", "H", "H", "H", "H"],
  "coordinates": [[2.5516, -0.5241, 1.2246], [1.5112, -0.4044, 0.0926], [2.2003, -0.4767, -1.2175], [0.2969, -1.2935, 0.1544], [0.8140, 0.9808, 0.1277], [3.2157, -1.2790, 0.8825], [2.0385, -0.8280, 2.1330], [3.0926, 0.4087, 1.3508], [2.4816, -1.5166, -1.5449], [3.1117, 0.0568, -1.2299], [1.5099, -0.3080, -2.0868], [-0.3454, -0.7914, -0.3219], [0.4503, -2.1294, -0.4653], [-0.0893, -1.5320, 1.2279], [1.3431, 1.6350, -0.4134], [-1.9655, -0.0596, -0.8467], [-2.4827, 0.5467, 0.2120], [-3.1871, 1.8831, 0.5509], [-2.0687, 0.1394, -1.9770], [-2.0288, -1.1506, -0.9622], [-2.5373, 0.0236, 1.1630], [-3.7764, 1.6725, 1.4226], [-2.4591, 2.7086, 0.8473], [-3.6769, 2.2381, -0.3239]],
  "forces_ev_per_a": [[-1.58, 0.41, -0.54], [-0.70, 2.44, 0.80], [-1.00, -2.44, -2.49], [4.62, -3.17, 5.26], [1.96, -0.18, -0.47], [0.84, -0.83, 0.16], [0.27, 0.11, 0.23], [0.01, 0.06, 0.08], [0.05, 0.48, 1.05], [0.80, 1.07, -0.31], [0.55, 0.87, 0.83], [-4.63, 3.47, -2.87], [0.32, -1.78, -0.18], [0.78, 0.29, -1.98], [-0.67, -1.25, 0.99], [-3.26, -0.84, -3.43], [-0.67, 0.89, 1.30], [3.04, 0.19, -0.65], [0.40, 1.40, 1.84], [0.75, 0.16, 1.33], [0.48, -0.87, -0.30], [-0.75, 0.21, 0.03], [-0.64, -1.09, -0.29], [-0.96, 0.41, -0.39]],
  "mulliken_charge": [-1.574, 1.881, -1.875, -0.923, -0.561, 0.372, 0.390, 0.333, 0.378, 0.472, 0.420, -0.326, 0.468, 0.281, 0.294, -0.940, 0.333, -1.044, 0.263, 0.249, 0.247, 0.338, 0.226, 0.298],
  "spin_multiplicity": 1,
  "e_homo_ev": -9.0,
  "orbital_gap_ev": 9.889,
  "lumo_ev": 0.92,
  "total_charge": 0,
  "e_above_lowest_kcal_mol": 90.9,
  "smiles": "CC(C)(C)O.C=CC"
}

(5)
{
  "formula": "C7H16O",
  "method": "ωB97M-V/def2-TZVPD",
  "elements": ["C", "C", "C", "C", "C", "C", "C", "O", "H", "H", "H", "H", "H", "H", "H", "H", "H", "H", "H", "H", "H", "H", "H", "H"],
  "coordinates": [[-0.7901, 0.0225, 0.1845], [0.7260, 0.0430, 0.0175], [-1.4500, -1.2554, 0.6134], [-1.5233, 1.2323, 0.4164], [1.3297, 0.0296, 1.4456], [1.2282, -1.1859, -0.7567], [1.2027, 1.3081, -0.7152], [-1.4102, 0.1571, -1.7507], [-1.7701, -0.5290, -2.3303], [-1.2160, -1.4375, 1.6678], [-2.4133, 1.1357, 1.0316], [-2.5312, -1.1671, 0.5246], [-1.1130, -2.1117, 0.0364], [-0.9637, 2.1475, 0.5621], [-1.8707, 1.1328, -0.7816], [0.7023, 1.3884, -1.6787], [1.0840, -0.8876, 1.9829], [2.4169, 0.0899, 1.3716], [0.9811, 0.8805, 2.0323], [1.0277, -2.1190, -0.2291], [0.7528, -1.2190, -1.7367], [2.3092, -1.1172, -0.8899], [1.0107, 2.2151, -0.1417], [2.2805, 1.2468, -0.8761]],
  "forces_ev_per_a": [[0.00, -0.38, -0.90], [0.06, -0.04, -0.05], [0.07, 0.03, -0.10], [-0.46, 0.34, -0.86], [-0.13, -0.01, -0.19], [-0.07, 0.14, 0.11], [-0.10, -0.12, 0.07], [0.47, -0.53, 0.39], [0.10, -0.07, 0.09], [0.02, 0.05, -0.02], [0.08, 0.00, 0.08], [0.03, 0.03, -0.01], [-0.01, 0.00, 0.01], [0.01, -0.02, 0.10], [-0.01, 0.57, 1.29], [0.01, 0.00, 0.01], [-0.01, 0.00, -0.01], [-0.02, 0.01, -0.02], [-0.01, 0.01, -0.01], [-0.02, 0.01, 0.01], [0.01, -0.01, 0.00], [-0.01, 0.03, 0.00], [0.00, -0.01, 0.01], [-0.01, -0.03, 0.02]],
  "mulliken_charge": [1.105, 2.148, -1.662, -1.566, -1.723, -1.834, -1.767, -0.700, 0.174, 0.323, 0.385, 0.468, 0.358, 0.292, 0.407, 0.368, 0.395, 0.437, 0.350, 0.391, 0.339, 0.480, 0.382, 0.451],
  "spin_multiplicity": 1,
  "e_homo_ev": -9.1,
  "orbital_gap_ev": 9.838,
  "lumo_ev": 0.77,
  "total_charge": 0,
  "e_above_lowest_kcal_mol": 60.2
}

(6)
{
  "formula": "C7H16O",
  "method": "ωB97M-V/def2-TZVPD",
  "elements": ["C", "C", "C", "C", "C", "C", "C", "H", "H", "H", "H", "H", "H", "H", "H", "H", "H", "H", "H", "H", "H", "O", "H", "H"],
  "coordinates": [[-2.0440, -1.0013, -0.1026], [-0.7245, -0.7599, -0.1158], [0.0632, -0.6394, 1.0807], [0.3949, -1.9024, 1.7917], [-0.1103, -0.6119, -1.5376], [0.0536, 0.8229, -1.9629], [1.3449, 1.4756, -1.3768], [-2.5283, -1.1843, -0.9894], [-2.5768, -1.0157, 0.7383], [-0.6199, -0.0767, 1.9638], [1.0498, -0.1035, 1.0084], [-0.4980, -2.1243, 2.4152], [0.5466, -2.6524, 1.0143], [1.3392, -1.8405, 2.3960], [-0.6555, -1.1426, -2.2542], [0.8412, -1.2191, -1.4354], [-0.8450, 1.3829, -1.5410], [-0.0941, 1.1477, -3.0032], [2.1835, 1.5114, -2.0680], [1.6677, 0.9224, -0.3398], [1.0944, 2.5658, -1.1116], [0.3661, 2.1890, 1.9310], [-0.0965, 2.6346, 1.1824], [-0.1520, 1.6218, 2.3163]],
  "forces_ev_per_a": [[3.64, 0.50, -1.08], [-2.10, 0.05, -2.99], [0.52, 3.18, 4.15], [0.10, -1.48, 0.52], [1.93, -1.14, 1.91], [-0.37, 2.27, 1.26], [-0.58, 0.46, 2.54], [-1.19, -0.26, -1.94], [-2.09, -0.19, 3.43], [1.74, -0.94, -2.56], [-1.46, -0.05, -0.31], [0.93, -0.66, -0.27], [0.00, -0.54, 0.37], [-1.08, 0.03, -0.35], [-1.29, -0.89, -0.85], [-0.37, 1.06, -0.62], [1.00, -0.67, -0.01], [0.54, -1.06, -0.17], [0.04, -0.30, 0.01], [-0.66, 1.61, -2.83], [0.62, -1.49, -0.26], [4.47, 6.10, -4.10], [0.39, -0.82, 1.11], [-4.73, -4.76, 3.04]],
  "mulliken_charge": [-1.398, 0.733, 0.182, -1.240, -1.228, -0.311, -0.725, 0.363, 0.455, 0.013, 0.057, 0.290, 0.326, 0.335, 0.504, 0.369, 0.250, 0.400, 0.334, 0.056, 0.193, -0.580, 0.307, 0.313],
  "spin_multiplicity": 1,
  "e_homo_ev": -9.2,
  "orbital_gap_ev": 10.055,
  "lumo_ev": 0.81,
  "total_charge": 0,
  "e_above_lowest_kcal_mol": 71.7,
  "smiles": "C=C(CC)CCC.O"
}

| no. | molar mass (g mol⁻¹) | calculated total energy (eV) |
| --- | --- | --- |
| 1 | 193.2 | -74344.041 |
| 2 | 142.3 | -16875.184 |
| 3 | 116.2 | -9565.378 |
| 4 | 116.2 | -9562.327 |
| 5 | 116.2 | -9563.661 |
| 6 | 116.2 | -9563.162 |